No. 1
ORCA calculation (wB97M-V/def2-TZVPD) on 16 unconnected molecules or ions with the total composition H33O16.

Its orbital gap is 10.654 eV. As for the total energy: -1223.36838 Ha. The LUMO energy is -2.455 eV. The total charge is +1. For the relative energy (zero: lowest compared OMol25 entry of this formula, charge and spin), the calculation gives 67.4 kcal per mole.

XYZ file:
```
49
Properties=species:S:1:pos:R:3:forces:R:3
O 2.286 4.529 -1.502 -0.62 -0.30 0.60
O -1.470 -4.910 -0.158 -0.54 -0.52 0.32
O 3.243 2.340 3.070 -0.60 -0.27 -0.34
O 3.034 0.202 1.028 0.03 0.19 -0.25
O 3.494 -1.508 -0.846 -2.10 0.11 -1.68
O -3.149 3.182 -2.582 1.27 0.55 0.06
O -0.824 0.174 -4.045 -0.10 -0.01 -0.02
O 1.626 -2.530 3.638 -0.10 -0.40 -0.21
O -2.214 -0.314 0.000 1.24 -1.86 -0.16
O 0.344 -0.065 1.519 -0.94 0.09 -0.40
O -2.308 0.933 3.113 0.90 -0.43 -0.42
O -0.529 -2.391 0.253 -1.01 -1.43 -0.41
O 2.047 0.452 -2.145 -0.47 0.12 0.25
O 1.926 -2.383 0.712 -1.07 -0.39 -0.15
O -4.322 0.056 -2.476 0.15 -0.40 -0.11
O -2.864 1.971 0.383 -0.82 0.88 0.61
H -0.479 0.449 1.509 0.34 0.25 0.68
H 3.069 -2.138 -1.470 0.97 -0.91 0.30
H -4.267 -0.900 -2.598 -0.25 -0.06 0.34
H -2.353 -5.034 0.217 -0.08 0.29 -0.13
H -0.926 -3.294 0.204 0.68 -0.07 0.51
H 4.114 2.706 2.959 0.53 0.31 0.24
H -1.912 0.597 0.072 -1.00 -0.96 -0.58
H -2.692 1.799 3.090 -0.52 0.61 0.05
H -1.912 2.042 0.450 0.08 1.25 -0.04
H 3.062 -0.757 -1.331 0.90 1.45 0.27
H -3.963 0.334 -3.320 0.14 0.45 -0.24
H -3.189 2.532 -0.327 0.54 0.30 -0.22
H 0.949 -2.472 0.459 0.83 0.19 -0.54
H 1.659 -3.213 4.313 0.01 -0.22 -0.13
H 1.480 5.006 -1.270 0.08 0.41 -0.42
H 2.722 -1.607 -0.043 0.66 -0.88 0.93
H -1.094 -5.785 -0.002 0.43 0.14 -0.16
H -1.090 -1.975 -0.408 -0.01 1.24 -0.06
H 1.820 -2.365 1.672 0.85 0.23 0.69
H 1.768 -1.727 4.130 0.06 0.68 0.11
H 1.964 1.136 -2.817 0.46 -0.09 -0.36
H -3.062 -0.326 -0.439 -0.25 0.70 -0.12
H 2.061 0.234 1.036 0.16 0.17 0.47
H 1.245 0.615 -1.633 0.02 -0.29 0.23
H 3.330 0.942 1.574 -0.27 -0.10 0.12
H -3.912 2.655 -2.436 -1.28 -0.69 0.08
H -0.054 -0.917 1.270 0.29 -0.17 0.11
H 2.273 3.885 -0.780 0.54 -0.16 -0.16
H 3.078 2.240 4.011 0.18 0.05 0.03
H -1.312 0.986 -3.888 -0.07 0.28 0.19
H -2.783 0.424 3.762 -0.28 -0.14 0.30
H -3.443 4.097 -2.631 -0.10 -0.02 -0.08
H -0.955 0.027 -4.986 0.15 -0.15 -0.12
```
Positions in Å, forces in eV/Å.



No. 2
ORCA calculation (wB97M-V/def2-TZVPD) on a molecular structure, C38H64F36N10O26S12.

Its orbital gap is 4.759 eV. As for the total energy: -12362.92433 Ha. The LUMO energy is 0.315 eV. The total charge is -2. For the relative energy (zero: lowest compared OMol25 entry of this formula, charge and spin), the calculation gives 166.8 kcal per mole.

XYZ file:
```
186
Properties=species:S:1:pos:R:3:forces:R:3
S 1.084 9.721 1.267 -0.77 1.14 2.65
S 0.522 -7.859 5.177 -2.42 -3.81 -0.24
S -6.794 1.977 -4.664 -2.61 -4.21 -1.96
S -7.323 3.206 -2.504 -0.76 -0.67 1.53
S -8.467 -6.659 -4.162 -0.03 2.93 1.55
S 4.684 1.585 -5.871 1.48 -0.61 -3.16
S -5.979 -6.620 -3.865 5.34 2.07 -2.57
S 2.824 -6.968 5.534 1.33 0.70 -1.35
S -9.849 -2.511 6.193 2.63 -1.08 0.84
S 0.145 7.262 1.713 -1.06 -0.36 -1.27
S 4.695 2.116 -3.438 -2.34 4.53 5.80
S -12.142 -1.751 7.060 -0.50 2.50 0.84
F 2.922 0.446 -7.538 1.05 -1.06 1.13
F -8.910 5.086 -1.449 1.66 0.35 -1.10
F -8.387 -1.173 4.329 0.36 -0.31 -0.03
F -3.255 -6.975 -3.927 0.93 1.38 0.64
F 1.904 11.064 -0.988 0.76 -0.06 0.46
F 4.687 -5.205 6.222 0.36 0.76 -0.06
F -14.887 -1.897 6.966 0.13 -0.11 -0.37
F 4.856 0.207 -1.537 0.46 -1.30 0.56
F -4.185 -8.458 -5.044 -0.75 -0.46 0.19
F -1.798 -6.547 4.682 -0.43 0.61 0.79
F 4.720 2.164 -0.636 0.80 -0.64 -0.95
F -5.541 0.656 -6.540 0.60 -1.30 -0.70
F -4.187 -8.572 -2.862 -0.17 -0.28 0.19
F -9.471 -8.415 -5.845 -0.14 -0.53 -0.45
F -0.804 -7.246 2.998 0.10 -0.46 -2.58
F 6.605 1.565 -1.576 0.66 -0.64 0.64
F -13.947 -0.796 5.316 -0.61 0.55 0.11
F -5.433 2.765 -6.766 0.72 1.14 -1.19
F -4.114 1.801 -5.307 -0.73 -0.16 -0.72
F -10.546 -6.530 -5.815 0.89 -0.30 -0.27
F -9.579 -2.829 3.595 0.16 0.00 -0.44
F -2.127 6.264 2.642 0.11 0.58 0.24
F 4.691 -0.855 -6.961 -1.02 0.74 -0.43
F 3.130 -0.527 -5.558 -1.45 -0.55 0.56
F 1.570 12.305 0.780 -0.19 0.04 -0.17
F 3.529 -4.785 4.383 0.73 1.43 -0.01
F 2.623 -4.429 6.373 1.25 0.03 -0.61
F -0.065 11.580 -0.520 -0.04 0.13 1.20
F -1.887 -8.650 4.333 0.11 -0.19 -0.72
F -2.458 8.000 1.400 0.34 0.14 0.78
F -7.036 5.866 -2.507 -1.42 -0.34 0.29
F -1.625 8.225 3.428 -0.53 0.76 0.79
F -7.733 -3.258 4.627 -0.01 0.49 0.11
F -8.587 -6.680 -6.833 -0.62 -0.25 0.25
F -8.810 5.118 -3.616 0.68 0.31 0.50
F -13.870 -2.905 5.302 -0.47 -1.06 -0.01
O 5.885 1.646 -6.720 -1.77 0.05 1.34
O 1.104 -9.126 4.638 -1.49 2.26 1.03
O 0.167 -7.748 6.558 -0.99 -1.37 0.70
O -8.095 2.065 -5.398 3.14 -0.65 0.62
O -12.166 -0.441 7.796 -0.20 -2.81 -2.05
O 3.236 2.241 -3.239 1.68 -0.91 -0.25
O 0.973 7.308 2.895 -0.26 0.61 -0.64
O 0.134 5.952 1.052 -0.17 2.19 -0.09
O 3.671 2.632 -6.063 1.58 -1.41 1.17
O -9.121 -1.912 7.296 0.53 -0.05 -0.69
O -8.555 2.405 -2.372 2.02 1.51 -1.21
O -6.448 3.076 -1.339 -0.27 0.86 -1.78
O -10.192 -3.888 6.387 0.67 -0.86 -0.69
O -12.141 -2.941 7.907 -0.07 1.21 -1.21
O 0.270 -2.881 1.620 -0.29 -0.31 -0.85
O -2.686 6.646 -4.984 -1.48 -0.36 -1.03
O 0.367 10.213 2.468 1.55 0.21 -1.67
O -6.059 -6.115 -2.549 0.60 0.75 1.64
O -6.621 0.862 -3.729 0.05 0.34 -1.42
O 3.679 -7.748 4.623 -1.02 1.66 0.62
O 5.340 3.426 -3.584 -0.03 -1.35 0.13
O 2.474 9.331 1.429 -0.50 0.89 -0.48
O -8.288 -5.153 -4.195 -0.31 -4.40 -0.66
O 2.926 -7.366 6.908 -0.71 -0.03 0.14
O -5.636 -5.714 -4.977 -0.07 -1.07 1.63
O -9.305 -7.113 -3.073 0.13 -0.39 -1.26
N -11.017 -1.646 5.713 -4.01 0.71 1.85
N -1.392 -0.917 0.194 -0.07 0.14 -1.65
N 5.220 1.027 -4.336 -0.80 -0.73 -3.89
N 1.281 -6.592 4.826 4.80 1.52 -0.15
N 0.175 8.653 0.562 0.45 -2.97 1.01
N -0.029 7.658 -5.324 -1.09 -0.34 0.67
N 3.825 -8.387 -1.746 0.78 -0.86 -1.54
N -7.057 -7.615 -4.183 -4.41 -0.53 -1.32
N -6.425 3.282 -4.019 -0.74 3.23 4.28
N 8.257 5.768 5.471 0.23 0.30 0.60
C 6.527 2.221 5.469 -0.14 0.55 -0.99
C -5.330 1.775 -5.922 -1.95 0.68 2.77
C 2.517 -9.260 -1.657 1.03 -0.62 0.81
C 7.310 6.543 6.408 0.63 -0.44 -1.12
C 1.495 7.880 -5.107 -1.64 -0.73 -0.21
C 5.035 -9.181 -2.354 -1.16 0.13 -0.07
C 1.110 11.284 0.079 -0.53 -1.69 -0.89
C 3.506 -5.164 5.658 -2.91 -2.96 -0.45
C 5.302 1.429 -1.649 -2.17 2.79 -2.21
C -0.452 6.509 -4.348 0.53 0.74 0.62
C 0.012 -1.622 2.174 0.96 -0.16 1.45
C 1.465 -11.347 -0.700 -0.47 0.05 -0.13
C 7.987 6.302 4.052 0.87 -0.70 -0.04
C -0.290 7.233 -6.769 -0.04 0.69 0.00
C 6.624 3.793 5.359 0.07 -1.58 0.39
C 3.757 0.044 -6.536 1.82 1.12 -0.37
C 4.216 -7.620 -0.488 1.18 -0.21 -0.62
C -0.781 8.977 -4.961 0.64 -0.37 -1.53
C -1.841 0.314 -0.624 0.17 -0.01 2.50
C 9.768 6.164 5.802 -0.95 -1.25 -0.30
C -1.664 7.502 2.363 0.97 -1.64 -2.04
C -4.318 -7.744 -3.899 -1.73 0.06 -0.85
C 9.390 6.527 3.536 -0.66 -0.26 -2.60
C -9.324 -7.107 -5.804 0.51 0.91 1.26
C 8.096 4.214 5.668 -2.42 1.71 0.02
C -13.877 -1.868 6.097 2.80 0.98 0.58
C -0.943 -1.805 -0.983 1.67 -0.26 0.83
C 3.575 -7.234 -2.731 -1.35 -1.01 0.20
C 10.222 7.009 4.619 0.63 0.77 1.86
C -0.231 -0.547 1.157 -0.86 -1.27 -0.58
C -8.781 -2.424 4.577 -1.40 -0.14 1.27
C -2.570 -1.439 0.995 1.33 -0.87 -0.58
C -8.056 4.961 -2.518 -0.10 -0.91 0.05
C 2.721 -10.541 -0.837 1.10 0.54 0.26
C 4.542 -6.153 -2.373 -0.37 2.06 -1.33
C 5.020 -6.392 -0.979 -0.39 -0.09 0.95
C -1.901 6.601 -3.867 2.09 0.18 0.58
C -1.119 -7.575 4.207 1.43 -0.05 2.62
H 0.692 -0.462 0.583 -0.31 0.50 -0.26
H 6.279 4.154 4.390 0.40 -0.33 -0.29
H 0.025 -1.399 -1.275 -0.14 0.55 -0.25
H 9.455 7.277 2.748 -0.47 -0.26 -0.35
H 0.921 -1.316 2.691 0.25 0.47 0.10
H -3.358 -1.643 0.271 -0.33 0.41 0.50
H 4.690 -5.633 -0.270 0.27 0.42 -0.30
H -0.697 -1.687 2.999 -0.61 0.13 -0.33
H -0.597 -2.803 -0.718 -1.05 -0.16 0.43
H -3.352 5.960 -4.896 -0.43 0.00 -0.30
H 5.861 -8.505 -2.576 -0.12 0.10 0.51
H 7.509 7.589 6.173 0.01 -0.01 0.43
H 1.851 8.560 -5.881 0.05 -0.09 0.23
H 5.822 4.142 6.009 0.60 0.47 0.57
H 9.810 6.493 6.840 -0.04 0.47 -0.29
H 3.138 -10.250 0.127 -0.08 -0.15 0.25
H 4.718 -9.570 -3.322 -0.32 0.11 0.05
H 0.741 -10.813 -0.084 -0.21 -0.29 -0.10
H -0.931 0.678 -1.099 -0.48 0.27 -0.19
H 8.306 4.120 6.733 0.23 -0.47 -0.14
H 8.760 3.632 5.029 0.26 0.48 0.05
H 7.389 7.212 4.100 0.04 -0.18 0.14
H 3.443 -11.220 -1.291 0.32 0.33 -0.30
H 0.206 6.612 -3.485 0.02 0.03 0.07
H 1.640 8.239 -4.088 -0.01 0.16 -0.21
H 7.151 1.729 4.723 0.51 0.06 0.23
H -2.696 0.089 -1.261 0.40 -0.22 -0.13
H 1.080 -11.524 -1.704 -0.42 0.03 0.03
H -2.238 -2.388 1.418 -0.19 -0.07 -0.13
H 7.511 6.301 7.451 -0.12 -0.06 -0.18
H -0.446 9.686 -5.718 1.08 0.43 0.66
H -2.021 7.491 -3.250 -0.09 0.12 0.08
H -2.735 -0.773 1.842 -0.55 0.23 -0.50
H -2.202 0.940 0.193 0.07 0.80 -0.53
H 7.498 5.555 3.426 -0.26 0.11 0.39
H -0.608 9.197 -3.908 0.18 0.25 -0.36
H 11.271 6.877 4.353 0.05 0.07 0.46
H 4.067 -5.172 -2.385 -0.60 -0.12 -0.09
H 5.278 -5.957 -3.153 0.53 -0.71 0.26
H 3.276 -7.293 -0.043 0.24 -0.28 0.32
H 4.911 -8.163 0.152 -0.89 -0.60 0.23
H 2.154 -9.590 -2.630 0.43 0.69 -0.41
H 2.530 -6.984 -2.548 0.05 0.40 0.12
H 5.340 -10.059 -1.784 -0.12 0.51 0.49
H 3.573 -7.622 -3.750 0.40 0.01 0.08
H -1.599 -1.733 -1.851 -0.29 -0.22 0.55
H 6.110 -6.392 -0.940 -0.09 -0.73 0.32
H 1.758 -8.635 -1.187 0.12 0.16 -0.05
H 10.014 8.073 4.728 0.21 0.07 0.50
H -0.195 5.563 -4.824 -0.22 0.14 -0.19
H 10.264 5.194 5.774 0.21 0.10 -0.03
H -0.171 6.169 -6.976 0.64 0.06 0.62
H 6.295 6.324 6.077 0.07 -0.06 0.37
H 0.311 -3.524 2.332 0.03 -0.21 0.09
H -2.055 5.754 -3.198 -0.19 -0.17 -0.12
H 1.675 -12.335 -0.291 -0.04 0.19 0.25
H -0.502 0.338 1.733 0.02 0.26 -0.53
H 1.902 6.872 -5.188 0.37 0.23 -0.16
H -1.318 7.401 -7.089 0.01 0.47 0.52
H 9.783 5.602 3.113 -0.05 -0.15 -0.01
H 5.547 1.848 5.173 -0.27 0.40 0.28
H 6.732 1.838 6.469 0.17 0.18 -0.06
H 0.399 7.835 -7.361 -0.16 -0.20 -0.22
H -1.829 9.075 -5.247 -0.31 -1.46 0.57
```
Positions in Å, forces in eV/Å.



No. 3
ORCA calculation (wB97M-V/def2-TZVPD) on a molecular structure, C2HO2Yb.

Its orbital gap (spin up / spin down) is 4.293 / 4.294 eV. As for the total energy: -1385.59108 Ha. The LUMO energy (spin up / spin down) is -5.868 / -5.868 eV. The total charge is +1. For the relative energy (zero: lowest compared OMol25 entry of this formula, charge and spin), the calculation gives 44.6 kcal per mole.

XYZ file:
```
6
Properties=species:S:1:pos:R:3:forces:R:3
Yb 0.162 0.100 -0.110 0.94 0.34 -1.34
O 1.380 0.903 -1.733 -0.96 -0.47 2.01
O -1.454 -1.518 2.940 0.20 0.17 -0.41
C -0.979 -1.056 2.040 -0.30 -0.25 0.67
C 1.299 1.634 -2.773 -0.13 0.29 -1.02
H 0.977 2.674 -2.456 0.25 -0.08 0.08
```
Positions in Å, forces in eV/Å.



No. 4
ORCA calculation (wB97M-V/def2-TZVPD) on a molecular structure, C41H39Cl2GeN8O4Tb.

Its orbital gap (spin up / spin down) is 5.512 / 4.456 eV. As for the expectation value of S²: 16.610. As for the total energy: -6146.20164 Ha. Its multiplicity is 8. The LUMO energy (spin up / spin down) is -2.971 / -4.675 eV. The total charge is +1. For the relative energy (zero: lowest compared OMol25 entry of this formula, charge and spin), the calculation gives 210.7 kcal per mole.

XYZ file:
```
96
Properties=species:S:1:pos:R:3:forces:R:3
Tb 12.208 13.655 11.801 -0.67 -0.14 1.18
Ge 11.987 9.873 11.821 0.72 -2.06 0.92
Cl 5.673 11.963 14.248 -1.17 -0.44 0.37
Cl 7.192 12.904 17.025 -0.39 -0.02 0.46
O 8.209 12.404 10.263 1.92 0.52 0.25
O 12.142 15.861 11.807 0.73 -0.34 0.78
O 12.248 17.078 13.674 0.75 -1.17 -0.09
O 11.847 14.239 16.330 -0.01 0.46 -1.50
N 14.362 17.978 15.390 -0.55 -0.75 -0.35
N 14.707 13.839 11.342 0.78 -0.22 0.19
N 12.708 17.238 16.802 0.21 -0.20 -0.09
N 9.944 13.055 11.716 1.35 0.03 -1.88
N 11.285 13.794 14.052 1.02 0.75 -0.56
N 14.834 17.600 17.683 -0.17 0.03 0.26
N 13.696 15.188 13.428 -0.52 0.91 -0.47
N 11.555 13.323 9.432 -0.98 0.13 -0.17
C 9.395 12.748 10.494 -2.57 -0.72 1.99
C 10.698 9.375 14.415 -1.60 0.26 1.25
C 15.721 14.314 12.434 -0.07 0.76 -1.15
C 13.723 8.984 12.350 0.79 -0.31 -0.35
C 9.601 9.278 16.622 -1.11 0.23 0.42
C 15.557 18.198 13.218 0.03 0.35 0.56
C 13.441 14.437 14.574 -0.93 1.28 -0.02
C 11.899 9.951 16.417 0.75 0.48 0.21
C 14.404 13.622 15.191 2.86 -1.73 0.41
C 14.859 9.702 12.747 -0.14 -0.25 -0.02
C 15.175 7.012 12.154 0.26 -0.67 -0.20
C 13.909 7.592 12.109 -0.81 0.29 0.23
C 12.223 13.626 8.292 0.23 -0.02 0.08
C 7.246 12.546 14.311 2.30 0.96 -0.50
C 9.266 13.048 12.917 -1.24 -0.24 2.62
C 11.665 9.044 10.089 1.40 -0.01 -1.12
C 15.394 16.901 12.375 -0.70 0.07 -0.43
C 10.669 9.099 13.031 -0.69 0.36 -0.67
C 9.518 9.061 15.247 1.79 -0.56 -1.83
C 8.419 8.405 14.633 0.88 0.52 0.44
C 16.100 13.225 13.344 0.25 -0.25 0.04
C 15.563 13.035 14.625 -2.01 0.36 2.17
C 16.123 9.114 12.845 0.33 -0.07 0.05
C 11.819 9.943 15.059 -0.27 -0.18 -0.01
C 7.925 12.642 13.064 0.56 -0.15 -0.07
C 16.300 7.770 12.481 -0.18 1.01 0.16
C 10.756 9.703 17.184 0.41 0.11 1.57
C 7.900 12.972 15.484 1.55 0.40 -1.93
C 12.598 16.112 12.988 -0.23 1.76 -0.31
C 10.280 12.853 9.329 1.57 0.18 -2.91
C 9.743 12.538 8.034 -0.99 0.06 1.57
C 10.434 12.815 6.880 1.36 0.36 0.04
C 8.489 8.061 13.309 -0.90 -0.21 -0.23
C 9.965 13.438 14.145 -2.71 -0.37 0.03
C 15.690 18.096 14.759 -0.11 0.40 0.04
C 9.241 13.478 15.363 -0.52 -0.58 -0.43
C 13.996 17.596 16.626 -0.22 -0.04 -0.17
C 11.735 13.396 7.022 -0.88 -0.33 -0.33
C 12.039 14.222 15.093 0.57 -0.96 0.05
C 15.167 15.580 13.121 -2.02 -1.10 -0.09
C 9.598 8.400 12.490 -0.26 0.42 0.49
H 11.564 7.920 10.165 -0.18 1.35 0.04
H 16.952 12.598 13.080 -0.27 0.19 -0.16
H 16.992 9.711 13.206 -0.74 -0.49 -0.42
H 12.148 17.039 15.974 0.30 0.16 0.05
H 16.449 18.740 12.901 0.09 -0.23 -0.16
H 10.010 12.608 5.886 0.25 0.12 0.62
H 15.154 13.073 10.819 -0.12 0.41 0.29
H 8.703 12.143 8.065 0.97 0.33 -0.23
H 14.753 18.892 12.980 -0.21 -0.05 0.14
H 16.211 18.971 15.156 -0.19 0.20 -0.22
H 15.294 5.933 11.908 -0.15 0.93 0.26
H 17.318 7.394 12.449 -0.28 -0.32 0.10
H 9.558 8.144 11.429 0.01 0.16 0.33
H 14.102 13.367 16.226 0.48 -0.04 -0.71
H 7.595 7.592 12.878 0.60 0.00 -0.03
H 16.633 14.646 11.934 0.01 -0.17 -0.31
H 16.059 12.328 15.294 -0.01 0.20 -0.32
H 13.609 17.796 14.694 0.32 0.11 0.49
H 14.486 17.477 18.645 0.15 0.05 -1.08
H 12.346 13.670 6.153 -0.38 -0.13 0.43
H 13.037 6.919 11.950 0.66 0.69 -0.14
H 14.639 17.116 11.582 0.28 -0.41 0.63
H 7.603 8.186 15.319 -0.22 -0.14 -0.58
H 15.625 15.668 14.091 0.31 -0.18 0.36
H 12.611 9.237 9.476 -1.37 -0.23 0.60
H 10.791 9.890 18.269 0.05 -0.29 -0.56
H 16.348 17.275 14.999 0.04 -0.57 0.33
H 16.304 16.728 11.815 0.39 0.09 -0.06
H 10.819 9.561 9.636 -0.05 -0.50 -0.32
H 14.737 10.747 13.008 0.13 0.17 0.00
H 12.629 10.392 14.511 0.38 -0.37 -0.41
H 13.203 14.123 8.399 -0.50 -0.46 0.08
H 9.758 13.889 16.238 -0.43 -0.50 -0.38
H 15.745 18.029 17.608 -0.18 -0.10 -0.11
H 14.556 14.592 10.665 0.39 0.07 0.00
H 12.444 16.634 17.573 0.24 0.21 -0.01
H 8.698 9.125 17.232 0.49 0.01 -0.23
H 12.882 10.156 16.873 -0.78 0.28 -0.03
H 7.459 12.335 12.122 -0.22 0.10 0.78
```
Positions in Å, forces in eV/Å.